Entry from the Open Molecules 2025 dataset: a gas-phase ion, C6H12N (charge +2) (the ωB97M-V functional and the def2-TZVPD basis).

```
19
Properties=species:S:1:pos:R:3
C 1.02468 -1.40088 0.03637
C 0.35065 -0.74052 -1.15080
C -0.59044 0.39869 -0.77545
C -0.21173 1.72432 -0.93338
C -2.28320 0.82693 0.98280
C -1.78756 0.10011 -0.06446
N 1.79461 -0.45185 0.99548
H 0.36802 -1.89465 0.75154
H 1.77772 -2.10786 -0.29971
H 1.14160 -0.23158 -1.71658
H -0.05009 -1.51947 -1.79991
H 0.20177 2.06070 -1.88366
H -0.30861 2.47785 -0.15433
H -1.70634 1.67926 1.32186
H -3.30109 0.68223 1.31054
H -2.28515 -0.82011 -0.35245
H 2.72917 -0.16672 0.68860
H 1.22002 0.36581 1.19697
H 1.91596 -0.98224 1.84656
```

Its relative energy (zero: lowest compared OMol25 entry of this formula, charge and spin) is 34.5 kJ/mol. Its HOMO energy (alpha / beta) is -18.8 / -19.8 eV. The calculation puts the HOMO-LUMO gap (alpha / beta) at 9.0 / 8.2 eV. As for the max |F|: 2.0 eV/Å. Its total charge is +2. Its spin multiplicity is 2. For the electronic energy, the calculation gives -289.79871 Eh.

Entry from the Open Molecules 2025 dataset: a molecular structure, C4H6N2 (the ωB97M-V functional and the def2-TZVPD basis).

```
12
Properties=species:S:1:pos:R:3
C 1.07247 -0.01766 0.03961
C 2.07644 0.77428 -0.25714
C -0.33194 -0.40222 -0.08773
C -1.53208 0.42584 0.22955
N -0.31598 -1.67817 -0.64010
N 0.63957 -1.00600 0.87469
H 3.00908 0.67692 0.27027
H 1.99936 1.54482 -1.00349
H -1.77889 1.05523 -0.62289
H -1.32701 1.06483 1.08616
H -2.38310 -0.21407 0.45898
H -1.12792 -2.22381 -0.34791
```

Its relative energy (zero: lowest compared OMol25 entry of this formula, charge and spin) is 479.5 kJ/mol. Its HOMO energy (alpha / beta) is -9.0 / -9.0 eV. The calculation puts the HOMO-LUMO gap (alpha / beta) at 8.5 / 8.5 eV. As for the max |F|: 1.9 eV/Å. Its total charge is 0. For the electronic energy, the calculation gives -265.35294 Eh.

Entry from the Open Molecules 2025 dataset: 16 unconnected molecules or ions with the total composition C11H43Cl2NO17 (the ωB97M-V functional and the def2-TZVPD basis).

```
74
Properties=species:S:1:pos:R:3
C -3.06746 -1.47361 1.23114
C -2.56739 -0.23887 0.27161
C -1.28937 0.50077 0.50371
C -0.29499 0.04417 1.76898
C 0.57216 -1.25011 1.16808
C 1.94693 -1.56096 2.00556
Cl 3.19548 -2.24384 0.76716
C -0.73275 1.74729 -0.44354
O 0.18237 2.64904 -0.05665
C -1.36825 1.78207 -1.98987
Cl -0.44065 2.73814 -3.27912
C -2.66276 1.02760 -2.23419
C -3.21577 1.05194 -3.78450
N -2.35297 0.08023 -4.60560
C -3.47600 0.22479 -1.01475
O -4.80312 -0.05156 -1.10986
H -4.25573 -1.54870 1.20067
H -2.78543 -1.33642 2.37776
H -2.66645 -2.52765 0.90283
H -0.93210 -0.22958 2.71342
H 0.42064 0.96299 1.97452
H -0.18319 -2.14466 1.10135
H 0.82294 -0.94860 0.04558
H 2.40731 -0.59687 2.48425
H 1.71649 -2.42587 2.75946
H -3.11757 2.15070 -4.18026
H -4.32433 0.67038 -3.80328
H -3.03476 -0.55223 -5.10499
H -1.77674 -0.53176 -3.98720
O 1.59144 0.05387 -2.65240
H 2.37887 0.24778 -3.18282
H 1.35967 0.90761 -2.25692
O -1.50019 -3.10277 3.24677
H -2.08232 -3.75393 3.66641
H -0.62706 -3.52259 3.26626
O -2.01997 -0.55571 -7.84795
H -2.03791 -0.33119 -6.90548
H -1.07670 -0.65284 -8.04743
O 5.92110 -2.91130 -1.18536
H 5.92081 -2.08617 -1.69343
H 5.14319 -2.83379 -0.61279
O -4.90275 -1.62489 -3.77984
H -5.38254 -1.52969 -2.94334
H -5.54518 -2.04453 -4.37160
O 4.34689 1.05882 -3.00429
H 4.81808 1.64396 -3.61632
H 4.94919 0.97550 -2.24979
O 6.93279 2.76546 -3.70003
H 7.64674 2.77749 -4.35510
H 6.98659 3.63671 -3.27929
O -0.17009 4.54293 2.45987
H 0.75203 4.81809 2.34601
H -0.30945 3.89383 1.75402
O 3.73320 -5.53381 1.58397
H 3.73291 -4.70868 1.07589
H 2.95529 -5.45630 2.15654
O -5.47370 -1.52907 3.44302
H -5.90509 -0.66145 3.43152
H -6.21092 -2.15732 3.41477
O 3.08836 3.01814 1.43641
H 3.74695 3.56569 0.98316
H 2.44151 2.81018 0.74552
O -1.15791 -3.90227 5.76134
H -1.05038 -3.13667 6.34554
H -1.64308 -4.54319 6.30247
O -2.80883 -5.37452 1.38284
H -2.32147 -4.74039 1.92996
H -2.73366 -6.20934 1.86906
O 1.16145 7.16414 3.21149
H 0.53013 6.46184 2.99425
H 0.66499 7.75065 3.80185
O 4.28793 6.41285 2.81866
H 3.32724 6.31371 2.89766
H 4.62529 6.11432 3.67660
```

Its HOMO energy is -9.5 eV. The calculation puts the HOMO-LUMO gap at 7.3 eV. As for the max |F|: 8.6 eV/Å. Its total charge is 0. For the electronic energy, the calculation gives -2698.84739 Eh.

Entry from the Open Molecules 2025 dataset: C12H13NO3 in the gas phase (the ωB97M-V functional and the def2-TZVPD basis).

```
29
Properties=species:S:1:pos:R:3
O 4.40597 -3.02785 0.04056
C 3.66765 -2.10615 -0.21221
C 3.43397 -0.89684 0.63212
C 2.53320 -0.13828 0.02925
C 1.96817 1.13909 0.54926
C 0.41418 0.99596 0.62173
C -0.33249 1.75536 -0.48839
C -1.31744 0.86033 -1.23680
N -2.17166 0.10962 -0.31727
C -2.80061 0.59677 0.75944
C -3.50096 -0.43410 1.29932
C -3.26263 -1.55216 0.51354
C -2.42033 -1.20137 -0.48305
C 2.17685 -0.80696 -1.24819
O 1.46246 -0.46356 -2.14665
O 2.87076 -2.01291 -1.32383
H 3.93468 -0.73599 1.56640
H 2.31400 1.21200 1.57280
H 2.26455 1.99330 -0.04683
H 0.18593 -0.06519 0.60285
H 0.07196 1.35022 1.58831
H -0.91799 2.54693 -0.02900
H 0.33625 2.24247 -1.19137
H -0.82059 0.19953 -1.93339
H -1.98610 1.48716 -1.82758
H -2.70074 1.61809 1.05867
H -4.09462 -0.32620 2.18541
H -3.69416 -2.51338 0.71539
H -2.02025 -1.82590 -1.25049
```

Its relative energy (zero: lowest compared OMol25 entry of this formula, charge and spin) is 48.1 kJ/mol. Its HOMO energy is -8.3 eV. The calculation puts the HOMO-LUMO gap at 7.4 eV. As for the max |F|: 3.0 eV/Å. Its total charge is 0. For the electronic energy, the calculation gives -745.53343 Eh.